# 1
Below is a molecular structure, C18H18CrN5O8, with properties calculated with wB97M-V/def2-TZVPD.

Element x y z (Å)
Cr1 0.1895 -0.0677 -0.1744
C1 -3.2081 -2.8058 3.3311
O1 -2.0620 -2.1372 2.8090
C2 -2.0620 -1.6448 1.5664
O2 -1.0654 -1.0535 1.1944
N1 -3.1751 -1.8134 0.8185
N2 -3.2694 -1.4065 -0.5205
H1 -2.9616 -3.0462 4.3597
H2 -3.4030 -3.7336 2.7888
H3 -4.0852 -2.1570 3.3129
H4 -3.9104 -2.4195 1.1269
H5 -3.0994 -0.4086 -0.5626
H6 -2.5371 -1.8589 -1.0635
O3 5.5248 -1.0086 4.1130
C3 5.1937 -1.8576 3.2675
O4 5.6434 -2.9954 3.0292
C4 4.0021 -1.4421 2.3665
C5 3.6027 -2.2446 1.3059
C6 2.5157 -1.8793 0.5368
N3 1.8210 -0.7682 0.7986
C7 2.2095 0.0354 1.8051
C8 3.2929 -0.2676 2.6003
C9 1.3691 1.2816 1.9816
O5 1.5847 2.0719 2.8756
O6 0.3922 1.3753 1.1192
H7 4.1526 -3.1558 1.1148
H8 2.1682 -2.4707 -0.3001
H9 3.5932 0.3928 3.4014
O7 1.5257 0.6013 -3.8011
C10 1.0973 0.0955 -2.7759
O8 1.1557 0.7064 -1.5916
C11 0.4728 -1.2302 -2.7192
C12 0.3799 -2.0887 -3.8048
C13 -0.1364 -3.3595 -3.6586
C14 -0.5160 -3.7778 -2.3359
C15 -0.4213 -2.8969 -1.3048
N4 -0.0057 -1.6072 -1.4563
H10 0.7453 -1.7221 -4.7559
H11 -0.2053 -4.0373 -4.4976
H12 -0.8486 -4.7885 -2.1391
H13 -0.6731 -3.2002 -0.2924
C16 -0.5821 4.3815 -0.2859
C17 -1.8992 3.7286 -0.7310
C18 -1.6982 2.2895 -0.8488
N5 -1.4254 1.1791 -0.8464
H14 -0.7600 5.4321 -0.0620
H15 0.1611 4.3074 -1.0779
H16 -0.1803 3.8792 0.5928
H17 -2.2377 4.1090 -1.6954
H18 -2.6978 3.8935 -0.0069

Cartesian forces (eV/Å) of the 3 atoms listed first:
0.3 -0.2 0.1
0.1 0.0 -0.1
-0.1 0.0 0.0

Summary:
Net charge   -1
<S²>   6.040
LUMO (spin up / spin down)   1.77 / 1.76 eV
2S+1   5
HOMO-LUMO gap (spin up / spin down)   4.5670 / 6.9843 eV

***

# 2
Below is 2 unconnected molecules or ions with the total composition C4H7N2, with properties calculated with wB97M-V/def2-TZVPD.

Element x y z (Å)
C1 1.3038 1.3109 -1.2351
C2 -0.3876 -1.1933 2.8387
C3 -0.3523 -1.0609 -0.3483
C4 -0.0035 1.2790 -1.0203
N1 -0.2902 -1.3865 1.7208
N2 -0.7499 0.1306 -0.6638
H1 1.7707 2.2344 -1.5305
H2 1.9551 0.4581 -1.1402
H3 -0.4881 -1.0419 3.8837
H4 0.6958 -1.3225 -0.4055
H5 -1.0732 -1.8650 -0.3348
H6 -0.6247 2.1571 -1.1150
H7 -1.7560 0.3001 -0.6497

Cartesian forces (eV/Å) of the 3 atoms listed first:
-0.4 -0.1 0.1
0.0 -0.1 0.0
0.0 -0.1 -1.0

Summary:
Net charge   +1
LUMO (spin up / spin down)   -4.39 / -4.39 eV
HOMO-LUMO gap (spin up / spin down)   9.8582 / 9.8576 eV

***

# 3
Below is a molecular structure, C15H28InNO7, with properties calculated with wB97M-V/def2-TZVPD.

Element x y z (Å)
In1 1.0671 -1.5340 1.2675
C1 -3.3877 -3.8974 0.6759
C2 -2.1807 -3.0420 0.6503
O1 -1.6417 -2.6813 1.7310
O2 -1.8283 -2.6285 -0.4972
H1 -4.1615 -3.7180 -0.0706
H2 -3.9662 -3.5503 1.5320
H3 -3.1887 -4.9606 0.8107
C3 1.1601 -6.4087 -0.1388
C4 0.7675 -5.1483 -0.8864
O3 0.2792 -5.2087 -2.0355
O4 0.9044 -4.0310 -0.3660
H4 1.8555 -6.3410 0.6978
H5 1.7015 -6.9434 -0.9193
H6 0.2166 -6.9066 0.0845
C5 4.1041 -0.7960 -2.6441
C6 3.2165 -1.2185 -1.4965
O5 3.5912 -1.3672 -0.3380
O6 1.9813 -1.3333 -1.7756
H7 4.2084 0.2565 -2.3806
H8 3.6000 -1.0895 -3.5649
H9 5.0330 -1.2685 -2.3248
C7 -2.1522 0.5697 1.5617
C8 -1.5099 1.7651 0.8177
C9 -1.4929 3.0296 1.8110
C10 -0.7110 4.2892 1.2392
C11 0.6952 3.8019 1.0250
C12 0.8030 2.6668 -0.0035
N1 -0.0588 1.5419 0.4035
O7 -0.0779 0.4904 -0.4834
C13 0.6646 3.1369 -1.4276
C14 2.2223 2.1374 0.2074
C15 -2.4072 2.1993 -0.3787
H10 -1.3730 0.1662 2.2083
H11 -2.5225 -0.2354 0.9269
H12 -3.0524 0.8016 2.1307
H13 -2.5454 3.2649 1.9689
H14 -1.1797 2.6438 2.7812
H15 -0.8404 5.0543 2.0048
H16 -1.1446 4.6655 0.3127
H17 0.9754 3.4299 2.0105
H18 1.4002 4.6122 0.8394
H19 0.7883 2.2363 -2.0290
H20 -0.3559 3.4348 -1.6682
H21 1.1706 4.0536 -1.7307
H22 2.5639 1.4381 -0.5557
H23 2.9716 2.9240 0.2965
H24 2.1717 1.4956 1.0870
H25 -3.4487 2.4580 -0.1875
H26 -2.5842 1.5319 -1.2221
H27 -2.0436 3.1725 -0.7082
H28 -0.2580 1.0403 -1.2494

Cartesian forces (eV/Å) of the 3 atoms listed first:
-0.5 -0.4 -1.3
-2.4 -0.4 0.9
2.1 2.4 -0.3

Summary:
LUMO   -5.42 eV
HOMO-LUMO gap   3.3354 eV

***

# 4
Below is a molecular structure, C36H26AsCl5N7ORhS, with properties calculated with wB97M-V/def2-TZVPD.

Element x y z (Å)
Rh1 7.5492 -19.5442 0.1856
N1 7.1875 -23.8443 1.0123
C1 6.1175 -23.8924 0.1063
C2 5.2739 -24.9376 -0.2812
C3 4.2330 -24.5945 -1.1751
C4 4.0557 -23.2871 -1.6420
C5 4.9224 -22.2254 -1.2706
C6 5.9621 -22.5249 -0.3860
N2 6.9491 -21.6776 0.2396
C7 7.6149 -22.5320 1.0465
C8 8.6328 -22.0222 1.9448
C9 9.3440 -22.7293 2.9022
S1 10.3127 -21.6314 3.7956
C10 9.6879 -20.3246 2.8277
N3 8.8322 -20.6142 1.8581
H1 7.5663 -24.5928 1.5989
H2 5.4284 -25.9427 0.1187
H3 3.5403 -25.3585 -1.5121
H4 3.2352 -23.1061 -2.3421
H5 4.7958 -21.1983 -1.6386
H6 9.3294 -23.7934 3.1080
H7 9.9640 -19.3239 3.1229
Cl1 2.3086 -15.5121 3.4534
C11 3.5378 -16.0745 2.4280
C12 4.1879 -17.2908 2.7079
Cl2 3.7209 -18.2322 4.0603
C13 5.2131 -17.7236 1.8833
Cl3 6.0149 -19.2219 2.1694
C14 5.6861 -17.0153 0.7435
O1 6.6850 -17.4003 0.0250
C15 4.9484 -15.7887 0.4586
Cl4 5.4160 -14.8940 -0.9106
C16 3.9251 -15.3234 1.2867
Cl5 3.1233 -13.8644 0.9175
N4 6.4852 -18.8097 -6.4342
C17 6.4844 -18.4615 -5.1378
N5 6.2423 -17.1765 -4.7918
N6 6.7669 -19.4646 -4.2548
C18 6.8265 -19.4005 -2.9375
N7 6.9271 -19.6378 -1.7816
H8 6.3213 -18.1599 -7.1969
H9 6.6951 -19.7805 -6.6468
H10 5.9639 -16.4856 -5.4685
H11 6.0779 -16.9610 -3.8207
C19 9.0181 -13.6497 -1.8596
C20 9.9327 -13.9139 -0.8286
C21 10.1430 -15.2135 -0.3681
C22 9.4080 -16.2633 -0.9380
C23 8.5175 -16.0200 -1.9835
C24 8.3096 -14.7141 -2.4341
As1 9.6319 -18.1455 -0.4463
C25 11.0631 -18.0635 0.8543
C26 12.2392 -18.8087 0.7007
C27 13.2570 -18.7104 1.6634
C28 13.0825 -17.9328 2.8097
C29 11.8630 -17.2558 3.0012
C30 10.8545 -17.3029 2.0206
C31 10.5581 -18.7564 -2.0547
C32 11.5436 -17.9520 -2.6390
C33 12.1828 -18.3718 -3.8106
C34 11.8344 -19.5925 -4.4089
C35 10.8342 -20.3938 -3.8101
C36 10.1994 -19.9841 -2.6352
H12 8.8747 -12.6287 -2.2105
H13 10.4856 -13.1030 -0.3646
H14 10.8734 -15.4058 0.4249
H15 7.9298 -16.8482 -2.3842
H16 7.6112 -14.5385 -3.2581
H17 12.3823 -19.4196 -0.1994
H18 14.1685 -19.2772 1.4973
H19 13.8700 -17.8609 3.5586
H20 11.6822 -16.6698 3.9079
H21 9.9141 -16.7608 2.1688
H22 11.8233 -17.0050 -2.1842
H23 12.9427 -17.7218 -4.2367
H24 12.3245 -19.9100 -5.3362
H25 10.5636 -21.3395 -4.2732
H26 9.4251 -20.5906 -2.1693

Cartesian forces (eV/Å) of the 3 atoms listed first:
0.5 0.2 0.3
0.1 1.5 -0.3
-0.3 1.4 -0.5

Summary:
Net charge   +2
<S²>   6.050
LUMO (spin up / spin down)   -4.75 / -7.94 eV
2S+1   5
HOMO-LUMO gap (spin up / spin down)   7.8733 / 5.0781 eV

***

# 5
Below is a molecular structure, C25H44CaN2O3SSi, with properties calculated with wB97M-V/def2-TZVPD.

Element x y z (Å)
C1 -2.1293 0.7024 2.4167
C2 -2.0794 -0.7768 2.4757
H1 -2.1217 1.1457 3.4166
H2 -1.3056 1.1375 1.8339
H3 -3.0936 0.9990 1.9701
H4 -1.6746 -1.2222 1.5580
H5 -1.3423 -1.0916 3.2274
H6 -3.0322 -1.2401 2.7023
C3 1.2716 2.6014 -2.3112
C4 1.0310 3.4239 -3.4049
C5 0.9967 2.8444 -4.6722
C6 1.0774 1.4542 -4.8248
H7 1.2356 2.9559 -1.2695
H8 0.8613 4.4808 -3.2281
H9 0.8875 3.4725 -5.5515
H10 0.9920 0.9592 -5.7793
N1 1.5181 1.2859 -2.5054
C7 1.2742 0.6475 -3.6887
C8 1.0904 -0.8527 -3.6976
N2 1.2163 -1.5188 -2.5092
C9 0.7624 -2.7876 -2.3952
C10 0.3579 -2.9289 -4.7633
C11 0.3419 -3.5332 -3.5003
H11 0.7332 -3.1975 -1.3839
H12 0.0271 -4.5627 -3.3667
C12 0.6874 -1.5689 -4.8495
H13 0.6799 -1.0582 -5.8100
H14 0.1183 -3.5088 -5.6534
Ca1 1.7745 -0.0874 -0.7277
C13 -0.9628 0.0115 -0.9405
H15 -1.4259 -0.9878 -0.9957
H16 -1.1494 0.4653 -1.9305
H17 -1.5218 0.6037 -0.1950
C14 3.4582 3.8310 5.1120
C15 3.5179 2.3052 5.0789
C16 4.7435 1.8653 4.2813
C17 3.5817 1.7580 6.5019
O1 2.3113 1.8485 4.4146
Si1 1.7791 0.3420 3.9331
S1 1.6140 0.1000 1.9428
O2 2.9515 -0.6304 4.6785
C18 3.1403 -2.0675 4.7392
C19 3.4211 -2.6214 3.3487
C20 4.3555 -2.3523 5.6204
C21 1.9011 -2.7154 5.3440
O3 0.2868 0.0592 4.6632
C22 -0.3543 0.6699 5.8241
C23 -1.8394 0.2996 5.9065
C24 0.2445 0.0937 7.1011
C25 -0.1904 2.1875 5.7448
H18 4.3656 4.2267 5.5867
H19 2.5963 4.1832 5.6905
H20 3.3928 4.2375 4.0978
H21 5.6484 2.3601 4.6679
H22 4.8804 0.7821 4.3645
H23 4.6204 2.1334 3.2272
H24 2.7180 2.0857 7.0956
H25 3.6361 0.6624 6.4917
H26 4.4884 2.1418 6.9942
H27 4.3097 -2.1401 2.9325
H28 3.6117 -3.7044 3.4091
H29 2.5854 -2.4293 2.6682
H30 4.2219 -1.9735 6.6420
H31 4.4926 -3.4410 5.6790
H32 5.2743 -1.9212 5.1990
H33 1.7349 -2.3354 6.3585
H34 1.0091 -2.5154 4.7396
H35 2.0461 -3.8047 5.4057
H36 -1.9827 -0.7248 6.3074
H37 -2.2909 0.9812 6.6275
H38 -2.3866 0.3967 4.9605
H39 1.3100 0.3621 7.1786
H40 -0.2885 0.4931 7.9813
H41 0.1178 -0.9970 7.1086
H42 0.8534 2.4610 5.9413
H43 -0.4898 2.5671 4.7537
H44 -0.8158 2.6884 6.4917

Cartesian forces (eV/Å) of the 3 atoms listed first:
-0.8 1.3 -0.3
1.4 -1.5 0.2
0.1 0.1 -0.3

Summary:
LUMO (spin up / spin down)   -1.23 / -1.23 eV
HOMO-LUMO gap (spin up / spin down)   5.1310 / 5.1295 eV

***

# 6
Below is 3 unconnected molecules or ions with the total composition C23H59N7O4P3S, with properties calculated with wB97M-V/def2-TZVPD.

Element x y z (Å)
C1 -2.5410 3.6490 2.6279
O1 -2.1755 2.8514 1.5219
C2 -0.9272 2.2097 1.6783
C3 -0.9106 0.8241 0.9870
P1 -2.3562 -0.1253 1.6644
S1 -3.1829 -1.4483 0.4964
C4 0.4002 0.1486 1.4730
C5 1.4373 -0.3368 0.4374
C6 1.4022 -1.8712 0.3467
C7 2.8156 0.0560 1.0077
N1 1.3287 0.3143 -0.8917
O2 2.1862 -0.1420 -1.7285
C8 -0.0228 0.4565 -1.4960
C9 0.1153 1.4559 -2.6557
C10 -0.5338 -0.8578 -2.0973
C11 -1.0627 1.0630 -0.5331
H1 -1.9259 4.5548 2.6907
H2 -2.4474 3.0952 3.5702
H3 -3.5838 3.9379 2.4970
H4 -0.1582 2.8094 1.1692
H5 -0.6309 2.1182 2.7313
H6 -3.2461 0.8174 2.1949
H7 -1.8094 -0.7327 2.8087
H8 0.1653 -0.7292 2.0793
H9 0.8901 0.8423 2.1592
H10 0.3929 -2.2767 0.2720
H11 2.0424 -2.2319 -0.4585
H12 1.8256 -2.2526 1.2814
H13 3.5971 -0.4006 0.4001
H14 2.8776 -0.2423 2.0537
H15 2.8928 1.1398 0.9023
H16 -0.8764 1.7431 -3.0098
H17 0.7105 1.0396 -3.4664
H18 0.6188 2.3584 -2.2961
H19 -1.5009 -0.6454 -2.5605
H20 0.1170 -1.2085 -2.8959
H21 -0.7197 -1.6363 -1.3604
H22 -1.0873 2.1441 -0.6874
H23 -2.0334 0.6928 -0.8720
O3 1.8733 1.3552 4.3271
P2 2.6387 2.2950 5.1684
N2 1.6409 2.7824 6.4294
C12 1.8851 3.9129 7.3102
C13 0.8376 1.7293 7.0483
N3 3.0409 3.5967 4.1615
C14 3.1126 4.9801 4.5853
C15 2.5821 3.4726 2.7834
N4 4.1379 2.1376 5.9087
C16 5.2544 1.8854 4.9742
C17 4.1637 1.0916 6.9520
H24 2.7502 3.7798 7.9728
H25 1.0058 4.0527 7.9403
H26 2.0138 4.8354 6.7614
H27 1.3974 1.1143 7.7621
H28 0.4342 1.0716 6.2809
H29 -0.0031 2.1776 7.5796
H30 2.1225 5.4390 4.7015
H31 3.6584 5.5563 3.8343
H32 3.6698 5.0753 5.5157
H33 1.5184 3.7195 2.6757
H34 2.7363 2.4596 2.4285
H35 3.1530 4.1417 2.1352
H36 5.1249 0.9584 4.4056
H37 6.1758 1.8101 5.5515
H38 5.3561 2.7126 4.2783
H39 3.8601 0.1083 6.5775
H40 3.5137 1.3667 7.7805
H41 5.1749 1.0107 7.3480
O4 -1.4229 -2.9386 -4.3103
P3 -2.2356 -3.3339 -5.4708
N5 -3.7814 -3.6934 -4.9168
C18 -4.8121 -4.3935 -5.6630
C19 -4.3177 -2.7772 -3.9093
N6 -1.4915 -4.7114 -6.1189
C20 -2.1941 -5.8215 -6.7276
C21 -0.2800 -5.1587 -5.4365
N7 -2.5266 -2.5496 -6.9309
C22 -1.3141 -2.2818 -7.7285
C23 -3.2622 -1.2803 -6.7648
H42 -5.1973 -3.8306 -6.5241
H43 -5.6511 -4.5830 -4.9921
H44 -4.4788 -5.3616 -6.0103
H45 -4.7113 -1.8451 -4.3319
H46 -3.5430 -2.5220 -3.1882
H47 -5.1263 -3.2666 -3.3650
H48 -2.6589 -6.4855 -5.9880
H49 -1.4864 -6.4183 -7.3089
H50 -2.9507 -5.4689 -7.4269
H51 -0.4921 -5.7347 -4.5281
H52 0.3432 -4.3137 -5.1601
H53 0.2916 -5.7899 -6.1217
H54 -0.5979 -1.6411 -7.2029
H55 -1.6112 -1.7822 -8.6510
H56 -0.8239 -3.2149 -7.9899
H57 -2.7590 -0.5808 -6.0884
H58 -4.2650 -1.4711 -6.3868
H59 -3.3685 -0.8011 -7.7373

Cartesian forces (eV/Å) of the 3 atoms listed first:
0.0 0.1 0.0
-0.1 -0.1 0.1
0.2 0.0 -0.3

Summary:
<S²>   0.754
LUMO (spin up / spin down)   0.54 / 0.54 eV
2S+1   2
HOMO-LUMO gap (spin up / spin down)   8.5051 / 8.8523 eV

***

# 7
Below is C17H19NO2 in the gas phase, with properties calculated with wB97M-V/def2-TZVPD.

Element x y z (Å)
C1 5.6417 0.6461 -0.9538
C2 5.1997 -0.6046 -1.3509
C3 4.1325 -1.2009 -0.7036
C4 3.4932 -0.5595 0.3507
C5 3.9452 0.6948 0.7417
C6 5.0121 1.2941 0.0949
H1 5.3530 2.2695 0.4107
H2 3.4572 1.2023 1.5618
C7 2.3047 -1.1930 1.0156
H3 2.1693 -0.7789 2.0153
H4 2.4543 -2.2709 1.0978
C8 1.0267 -0.9389 0.2065
N1 0.6877 0.4713 0.2477
H5 1.4589 1.0151 -0.1218
C9 -0.5638 0.8220 -0.3984
C10 -1.5342 1.4310 0.6355
C11 -1.8225 0.4402 1.7654
H6 -2.4772 0.9212 2.5056
O1 -2.4396 -0.7260 1.2680
C12 -3.4614 -0.4641 0.3907
C13 -4.3531 -1.4848 0.0888
C14 -5.4074 -1.2576 -0.7751
C15 -5.5848 -0.0040 -1.3377
C16 -4.6914 1.0126 -1.0596
C17 -3.6176 0.7905 -0.2066
O2 -2.7454 1.8245 0.0213
H7 -4.7995 1.9928 -1.4962
H8 -6.4149 0.1813 -2.0017
H9 -6.0952 -2.0577 -1.0012
H10 -4.2003 -2.4476 0.5503
H11 -0.8924 0.1288 2.2399
H12 -1.0969 2.3441 1.0507
H13 -0.4260 1.5562 -1.1988
H14 -1.0373 -0.0627 -0.8399
H15 1.1714 -1.3089 -0.8242
H16 0.1972 -1.4951 0.6517
H17 3.7921 -2.1785 -1.0157
H18 5.6890 -1.1171 -2.1666
H19 6.4749 1.1125 -1.4585

Cartesian forces (eV/Å) of the 3 atoms listed first:
0.1 0.1 0.0
0.0 0.0 -0.1
0.0 0.0 0.0

Summary:
Structure (SMILES)   c1ccc(CCNC[C@@H]2COc3ccccc3O2)cc1
LUMO   0.86 eV
HOMO-LUMO gap   9.0623 eV

***

Short version: max |F| = 0.4; 1.0; 4.1; 3.7; 2.7; 3.1; 0.7 eV/Å, in the order given.
Short version: electronic energy = -71214.3470; -7232.7160; -36996.5604; -187512.2185; -72917.6634; -82130.4907; -23522.1085 eV, in the order given.